1.
ORCA calculation (ωB97M-V with the def2-TZVPD basis set) on a molecular structure, C32H34F3InN7OTe.

Structure (XYZ):
```
79
Properties=species:S:1:pos:R:3:forces:R:3:lowdin_charge:R:1
In -0.553 -1.720 1.903 0.063 -0.178 0.028 0.9270
N 1.562 -4.547 4.929 -0.015 -0.022 0.058 0.0698
C 0.381 -4.001 4.638 -0.060 -0.019 -0.045 -0.0989
N 0.414 -3.551 3.393 -0.012 0.099 0.088 0.0384
C 1.680 -3.848 2.987 0.009 -0.050 0.234 -0.3223
N 2.406 -4.458 3.891 -0.017 0.012 -0.032 0.1677
C 2.155 -3.488 1.660 0.186 -0.018 -0.159 -0.1767
C 3.337 -3.995 1.121 -0.019 -0.034 0.019 -0.0175
N 3.728 -3.685 -0.103 0.067 -0.027 0.001 0.1366
C 2.942 -2.885 -0.814 -0.046 0.022 -0.034 -0.0628
C 1.769 -2.369 -0.292 -0.008 -0.074 0.055 -0.1105
N 1.387 -2.657 0.956 -0.086 0.185 -0.316 0.0414
H 1.862 -4.985 5.788 -0.003 -0.003 0.000 0.1825
H -0.451 -3.958 5.322 0.009 0.012 0.003 0.1502
H 3.956 -4.668 1.701 0.007 0.010 0.007 0.1359
H 3.251 -2.648 -1.824 0.002 0.000 -0.003 0.1293
H 1.122 -1.732 -0.881 -0.024 -0.013 0.002 0.0787
F -4.978 -5.626 -2.108 -0.014 0.012 -0.003 0.1793
C -3.753 -6.081 -1.831 0.001 -0.001 0.002 -0.5981
F -3.863 -7.275 -1.253 0.000 -0.011 0.009 0.1724
F -3.091 -6.224 -2.983 0.010 0.003 -0.009 0.1748
C -3.024 -5.095 -0.938 0.004 0.008 0.000 -0.0587
C -2.564 -5.460 0.314 -0.007 -0.023 0.007 0.0546
C -1.904 -4.514 1.076 0.007 0.033 0.046 -0.0840
N -1.694 -3.265 0.643 -0.026 0.019 -0.035 -0.0377
C -2.144 -2.918 -0.573 0.001 -0.016 -0.037 -0.0953
C -2.814 -3.801 -1.393 0.015 -0.009 0.020 0.0548
H -2.715 -6.459 0.697 -0.001 0.003 -0.002 0.1387
H -1.530 -4.754 2.062 0.006 0.004 -0.005 0.1069
H -1.953 -1.901 -0.889 -0.004 0.001 0.027 0.0889
H -3.163 -3.484 -2.366 0.000 -0.005 -0.001 0.1446
C -3.041 0.126 1.235 -0.062 -0.030 -0.127 -0.0175
C -1.877 0.665 0.436 0.174 0.186 0.192 -0.6937
O -1.966 1.692 -0.205 -0.067 -0.012 -0.052 0.0245
N -0.677 -0.031 0.500 -0.110 -0.085 -0.125 -0.3665
Te 0.882 1.099 -0.124 0.050 0.047 0.294 1.8859
C 0.791 1.661 -2.157 -0.062 -0.016 0.089 -0.3412
C -0.168 1.263 -3.083 0.004 -0.024 -0.070 -0.2725
C -1.320 0.343 -2.789 0.004 0.064 -0.043 -0.0431
C -0.031 1.743 -4.385 -0.025 -0.053 0.021 0.0109
C 1.016 2.564 -4.770 0.042 0.026 0.004 -0.2313
C 1.133 3.075 -6.176 0.004 -0.003 0.003 -0.0261
C 1.982 2.891 -3.819 -0.007 0.007 -0.024 0.0080
C 1.900 2.450 -2.510 -0.011 0.014 -0.011 -0.3269
C 2.967 2.858 -1.525 -0.008 0.017 -0.008 -0.0756
C 0.530 2.809 1.055 -0.006 0.035 -0.090 -0.3138
C 0.888 2.648 2.402 0.049 -0.061 0.024 -0.2948
C 1.465 1.391 3.009 -0.005 -0.057 -0.013 -0.0891
C 0.669 3.708 3.274 0.018 0.040 -0.028 0.0000
C 0.128 4.909 2.844 0.006 -0.017 0.009 -0.2319
C -0.094 6.053 3.789 0.001 -0.006 0.002 -0.0259
C -0.200 5.034 1.498 -0.004 0.033 -0.020 0.0122
C -0.015 4.015 0.575 -0.018 0.020 0.008 -0.2601
C -0.402 4.290 -0.853 0.010 -0.018 0.017 -0.0278
H -3.930 0.698 0.984 -0.002 -0.002 0.011 0.1043
H -2.844 0.239 2.303 0.011 0.015 0.000 0.0813
H -3.235 -0.928 1.025 -0.006 -0.014 0.026 0.0569
H -1.127 -0.271 -1.913 0.013 -0.027 -0.008 0.0210
H -1.489 -0.315 -3.642 -0.011 0.007 -0.007 0.0949
H -2.232 0.910 -2.606 0.004 -0.014 0.002 0.0992
H -0.772 1.449 -5.120 0.008 0.006 -0.002 0.1307
H 0.306 2.734 -6.795 0.000 0.000 0.000 0.0831
H 2.065 2.739 -6.632 -0.001 0.001 0.000 0.0941
H 1.142 4.166 -6.188 -0.002 -0.002 0.002 0.0946
H 2.824 3.511 -4.107 -0.006 0.000 -0.006 0.1334
H 3.743 3.431 -2.027 -0.005 0.003 -0.003 0.0955
H 3.463 1.998 -1.065 -0.012 -0.010 -0.004 0.0704
H 2.569 3.491 -0.726 0.007 -0.002 0.008 0.0725
H 1.982 0.742 2.300 0.007 0.027 -0.004 0.0210
H 0.676 0.806 3.493 0.003 -0.019 -0.005 0.0651
H 2.194 1.646 3.777 -0.038 0.026 0.019 0.0948
H 0.941 3.587 4.317 0.000 0.009 -0.002 0.1286
H 0.169 5.787 4.811 0.000 -0.001 -0.002 0.0822
H -1.138 6.370 3.772 0.002 -0.002 -0.002 0.0936
H 0.509 6.913 3.495 0.000 -0.002 -0.001 0.0955
H -0.623 5.968 1.147 0.003 -0.003 0.004 0.1326
H -0.993 5.202 -0.896 -0.006 -0.006 -0.004 0.0934
H -0.993 3.481 -1.272 -0.018 -0.014 -0.017 0.0624
H 0.472 4.440 -1.488 0.025 -0.003 0.013 0.0850
```
Positions in Å, forces in eV/Å.

As for the largest force on an atom: 0.38 eV/A. The expectation value of S² is 0.75. The value obtained for the LUMO energy (alpha / beta) is -6.1 / -7.2 eV. The net charge is +2. As for the HOMO energy (alpha / beta): -13.309 / -13.595 eV. As for the spin multiplicity: 2.

***

2.
ORCA calculation (ωB97M-V with the def2-TZVPD basis set) on a molecular structure, C32H34I2N12OPPbS.

Structure (XYZ):
```
84
Properties=species:S:1:pos:R:3:forces:R:3:lowdin_charge:R:1
Pb -1.309 0.069 0.130 0.371 0.580 0.699 1.1188
C -4.973 -2.840 -3.260 -0.255 -0.358 -0.745 -0.0107
N -4.500 -2.160 -2.083 0.365 0.287 0.405 -0.1144
C -5.129 -2.104 -0.884 -0.084 0.170 0.484 -0.0046
C -4.337 -1.348 -0.065 -0.332 -0.203 0.093 -0.1399
N -3.238 -0.952 -0.750 -0.052 -0.170 -0.645 -0.1018
C -3.353 -1.457 -1.977 0.217 0.032 -0.296 -0.4338
P -2.212 -1.261 -3.394 0.167 0.254 0.656 1.2118
C -1.939 0.534 -3.186 -0.044 -0.305 -0.046 -0.4517
N -1.632 1.188 -2.072 -0.115 -0.407 -0.545 -0.0613
C -1.646 2.503 -2.389 0.015 0.345 -0.298 -0.1270
C -1.959 2.650 -3.715 0.121 0.343 0.330 -0.0201
N -2.136 1.399 -4.205 0.113 0.060 0.443 -0.1199
C -2.468 1.049 -5.562 -0.241 -0.276 -0.760 -0.0135
C -0.676 -1.829 -2.576 -0.291 0.145 -0.187 -0.4400
N -0.182 -1.458 -1.399 -0.306 -0.162 -0.668 -0.0681
C 0.976 -2.144 -1.243 0.275 -0.211 -0.142 -0.1301
C 1.190 -2.932 -2.340 0.318 0.064 0.406 -0.0164
N 0.142 -2.724 -3.172 -0.063 0.241 0.404 -0.1177
C -0.062 -3.357 -4.450 -0.158 -0.366 -0.777 -0.0125
H -5.868 -3.408 -3.014 0.075 0.034 0.014 0.1095
H -5.219 -2.119 -4.041 -0.037 -0.066 0.047 0.1019
H -4.211 -3.523 -3.637 -0.125 0.016 0.062 0.0927
H -6.067 -2.587 -0.694 -0.172 -0.102 -0.035 0.1408
H -4.481 -1.090 0.964 -0.124 0.041 0.208 0.1095
H -1.445 3.268 -1.664 -0.040 0.187 0.124 0.1029
H -2.077 3.531 -4.312 -0.013 0.138 -0.189 0.1361
H -2.410 1.932 -6.192 0.015 -0.011 0.058 0.1077
H -1.768 0.300 -5.937 -0.048 0.124 -0.015 0.0915
H -3.478 0.641 -5.619 0.043 0.078 -0.009 0.1019
H 1.569 -2.052 -0.357 0.166 -0.077 0.162 0.0800
H 1.992 -3.602 -2.571 0.117 -0.175 -0.101 0.1363
H 0.747 -4.060 -4.635 -0.031 0.045 0.046 0.1073
H -1.006 -3.904 -4.465 0.104 0.020 0.034 0.0969
H -0.072 -2.620 -5.255 0.043 -0.045 0.090 0.0980
N -0.112 -3.939 2.872 0.414 0.129 0.242 0.1424
C -0.197 -2.753 2.277 -2.161 -0.315 -0.243 -0.8278
S -1.685 -2.298 1.573 0.158 -0.595 0.298 0.6036
N 0.923 -2.067 2.169 2.066 -0.503 0.256 0.0943
N 1.181 -0.878 1.810 -0.728 0.938 -0.654 0.0675
C 2.120 -0.107 2.198 0.084 -0.621 0.690 -0.1726
C 3.003 -0.518 3.316 -0.214 -0.067 0.002 -0.2026
C 2.974 0.142 4.539 0.183 -0.136 -0.112 -0.0285
C 3.821 -0.281 5.551 -0.159 0.100 0.066 -0.0374
C 4.671 -1.355 5.346 0.079 -0.096 0.058 -0.0412
C 4.684 -2.019 4.130 -0.109 -0.044 -0.126 -0.0502
C 3.825 -1.623 3.119 0.210 0.259 0.061 -0.0537
C 2.456 1.148 1.436 0.043 0.005 -0.026 -0.2468
C 3.094 2.197 2.303 -0.054 0.196 -0.065 -0.0127
C 2.450 3.334 2.569 0.413 -0.324 0.038 -0.0185
C 1.157 3.622 1.985 -0.219 -0.222 -0.604 -0.0386
C 0.694 2.878 0.975 -0.281 0.892 -0.009 -0.1224
N 1.366 1.706 0.595 0.056 -0.499 0.085 -0.0025
H -0.928 -4.524 2.962 -0.028 0.157 -0.041 0.1182
H 0.742 -4.235 3.320 0.038 0.014 -0.042 0.1319
H 2.288 0.958 4.699 -0.022 0.172 0.055 0.1078
H 3.808 0.233 6.497 0.007 -0.005 0.161 0.1201
H 5.311 -1.697 6.144 0.130 0.047 0.083 0.1210
H 5.357 -2.841 3.954 0.086 -0.170 0.084 0.1172
H 3.825 -2.138 2.171 0.008 -0.103 -0.132 0.1139
H 4.068 1.966 2.702 0.105 0.087 0.083 0.0929
H 2.895 4.090 3.197 0.112 -0.003 0.120 0.1306
H 0.599 4.469 2.348 -0.153 0.083 -0.076 0.1262
H -0.207 3.098 0.426 -0.228 -0.021 0.069 0.0953
N -4.303 3.321 2.255 -0.372 0.395 -0.126 0.2074
C -3.462 2.291 2.193 0.036 0.178 0.391 -0.6469
O -2.966 1.912 1.137 -0.094 -0.180 -0.298 -0.1661
C -3.165 1.638 3.529 0.178 -0.139 -0.048 -0.4879
I -1.124 1.017 3.603 -0.194 0.083 0.435 0.9603
H -4.596 3.780 1.403 0.078 -0.135 0.096 0.1373
H -4.723 3.638 3.115 0.079 -0.083 -0.010 0.1291
H -3.767 0.738 3.648 0.033 0.040 -0.010 0.0690
H -3.336 2.303 4.373 0.010 -0.050 -0.047 0.0587
I 6.193 0.698 0.844 -0.600 0.164 -0.470 1.0872
C 4.560 1.309 -0.314 0.358 -0.215 0.430 -0.6147
C 4.683 2.020 -1.465 0.115 0.022 -0.005 -0.0958
C 3.549 2.454 -2.203 0.617 -0.158 0.027 0.0275
C 2.293 2.366 -1.647 -0.920 -0.233 0.410 0.0173
N 2.150 1.627 -0.550 0.434 0.642 -0.504 0.0518
C 3.195 0.842 0.079 0.486 -0.268 0.170 -0.1746
H 5.659 2.306 -1.826 0.112 -0.023 -0.020 0.1207
H 3.697 2.971 -3.137 -0.098 0.078 -0.073 0.1326
H 1.431 2.889 -2.032 -0.090 0.133 0.067 0.1385
H 3.090 -0.226 -0.173 0.008 0.123 -0.045 0.1612
```
Positions in Å, forces in eV/Å.

As for the largest force on an atom: 2.20 eV/A. The value obtained for the LUMO energy (alpha / beta) is -9.7 / -9.2 eV. The net charge is +3. As for the HOMO energy (alpha / beta): -15.304 / -15.317 eV.

***

3.
ORCA calculation (ωB97M-V with the def2-TZVPD basis set) on a single C32H34N2O2 molecule.

Structure (XYZ):
```
70
Properties=species:S:1:pos:R:3:forces:R:3:lowdin_charge:R:1
C -2.720 -1.036 2.412 0.724 0.901 -0.111 -0.0688
O -1.927 0.177 2.331 -0.488 -0.711 0.014 -0.1082
C -0.579 0.047 2.502 0.818 -0.705 0.164 -0.2856
C 0.164 1.242 2.589 -0.530 -0.585 0.296 -0.0066
C 1.529 1.199 2.830 -0.369 -0.567 -0.460 -0.0142
C 2.177 -0.055 2.896 -1.793 0.070 -0.024 -0.3827
O 3.482 -0.150 2.774 2.653 0.459 1.740 -0.0732
C 4.472 0.472 3.968 -2.400 -1.199 -1.014 -0.1117
C 5.749 0.131 3.373 1.678 -0.074 -0.565 -0.0331
C 6.505 1.029 2.664 -1.149 -0.613 0.611 -0.1363
C 7.929 0.841 2.409 0.832 -0.021 -0.717 -0.1831
C 8.747 0.040 3.237 0.151 0.622 -0.409 -0.0181
C 10.122 -0.041 3.019 -0.366 0.026 -0.495 -0.0194
C 10.719 0.549 1.866 -0.865 0.056 0.162 -0.2318
N 12.017 0.314 1.528 0.735 -0.157 -0.031 -0.2058
C 12.588 0.823 0.297 -0.043 0.122 -0.157 -0.0718
C 12.876 -0.559 2.303 0.019 0.053 0.172 -0.0654
C 9.905 1.373 1.046 -0.224 -0.296 0.413 -0.0180
C 8.552 1.522 1.331 0.252 -0.347 0.349 -0.0184
C 5.836 2.221 2.085 -0.039 0.699 0.229 -0.2102
C 4.669 2.065 1.315 0.472 -0.486 0.194 -0.0270
C 4.034 3.132 0.724 -0.098 0.834 -0.119 -0.0195
C 4.540 4.451 0.892 0.527 -0.576 0.489 -0.2224
N 3.917 5.515 0.315 -0.363 0.544 -0.237 -0.2042
C 4.375 6.890 0.476 0.009 -0.150 -0.297 -0.0594
C 2.686 5.344 -0.434 -0.106 0.070 0.017 -0.0701
C 5.714 4.618 1.689 -0.242 0.113 -0.216 -0.0212
C 6.337 3.526 2.265 -0.116 -0.482 0.066 -0.0398
C 4.028 -0.293 5.209 1.478 0.294 -0.387 -0.1761
C 2.860 0.103 5.839 -0.267 0.226 -0.075 -0.0485
C 2.375 -0.597 6.934 0.506 -0.363 0.587 -0.0698
C 3.146 -1.639 7.504 0.018 0.700 -1.173 -0.0774
C 4.380 -1.976 6.909 -0.420 0.530 0.087 -0.0775
C 4.830 -1.308 5.759 -0.777 -0.014 0.436 -0.0207
C 1.434 -1.248 2.910 -0.315 0.802 -0.468 0.0063
C 0.071 -1.210 2.630 -0.612 0.850 0.251 -0.0202
H -3.744 -0.678 2.447 -0.053 -0.163 -0.020 0.0856
H -2.551 -1.651 1.520 -0.092 0.016 0.193 0.0925
H -2.471 -1.601 3.321 -0.120 0.137 -0.203 0.0906
H -0.393 2.172 2.481 0.247 -0.119 0.090 0.1157
H 2.097 2.125 2.873 0.052 -0.214 -0.063 0.1111
H 4.221 1.552 4.057 0.295 -0.743 -0.336 0.1565
H 6.054 -0.945 3.402 -0.032 1.189 0.356 0.1331
H 8.287 -0.483 4.079 0.265 0.268 -0.149 0.1093
H 10.730 -0.588 3.724 -0.055 -0.042 -0.049 0.0867
H 12.440 1.913 0.209 0.227 -0.384 -0.002 0.0860
H 13.669 0.598 0.318 -0.583 0.285 -0.187 0.0857
H 12.130 0.342 -0.595 0.230 0.225 0.347 0.1009
H 12.295 -1.367 2.763 0.239 0.116 -0.158 0.0765
H 13.615 -1.000 1.618 -0.208 0.051 0.419 0.0847
H 13.405 -0.004 3.105 -0.157 -0.315 -0.283 0.0994
H 10.335 1.885 0.189 -0.183 -0.150 0.188 0.0907
H 7.964 2.174 0.685 0.068 -0.244 0.196 0.1155
H 4.250 1.063 1.195 0.266 0.409 -0.022 0.1215
H 3.133 2.956 0.126 0.458 0.032 0.383 0.0977
H 4.934 7.014 1.413 -0.338 0.083 -0.345 0.0700
H 5.031 7.182 -0.377 -0.338 0.001 0.538 0.1007
H 3.483 7.543 0.492 0.546 -0.158 0.050 0.0891
H 2.723 4.464 -1.091 0.026 0.347 0.146 0.0807
H 1.804 5.246 0.231 0.318 -0.014 -0.263 0.1008
H 2.551 6.233 -1.062 -0.064 -0.276 0.096 0.0841
H 6.142 5.612 1.859 -0.211 -0.507 -0.123 0.0905
H 7.224 3.666 2.900 -0.385 -0.001 -0.397 0.1286
H 2.358 1.000 5.456 -0.035 -0.561 0.228 0.1195
H 1.436 -0.274 7.382 0.244 -0.212 0.008 0.1028
H 2.780 -2.145 8.389 0.136 -0.048 -0.054 0.0936
H 5.011 -2.716 7.389 -0.050 -0.050 -0.117 0.0951
H 5.805 -1.533 5.322 -0.411 -0.043 0.215 0.0974
H 1.931 -2.199 3.054 0.167 0.107 -0.142 0.1185
H -0.495 -2.139 2.533 0.241 0.352 0.138 0.0986
```
Positions in Å, forces in eV/Å.

As for the largest force on an atom: 3.21 eV/A. The value obtained for the LUMO energy is 0.6 eV. As for the HOMO energy: -6.935 eV. The SMILES is COc1ccc(O[C@H](C=C(c2ccc(N(C)C)cc2)c2ccc(N(C)C)cc2)c2ccccc2)cc1.